10
Properties=species:S:1:pos:R:3:forces:R:3:nbo_charge:R:1 method="wB97M-V/def2-TZVPD" orbital_gap_ev=10.8028 lumo_ev=1.176 energy_ev=-5149.09324 smiles="C=N.C=N" de_lowest_ev=2.826
C -2.419 -0.062 -0.782 -0.27 -1.23 0.82 -0.048
N -2.145 0.523 0.316 -1.13 0.81 -1.42 -0.569
H -2.823 -1.078 -0.713 0.54 -0.11 -0.11 0.150
H -2.318 0.304 -1.804 -0.17 0.56 0.13 0.145
H -2.085 1.512 0.036 1.00 -0.01 0.60 0.321
C 2.709 -0.655 0.280 1.34 1.32 -0.85 -0.033
N 1.694 0.079 0.367 -1.41 -1.05 -1.00 -0.604
H 2.731 -1.712 0.004 -0.67 -0.12 0.94 0.166
H 3.702 -0.187 0.264 0.18 -0.23 -0.11 0.127
H 1.832 1.069 0.192 0.59 0.08 1.00 0.344

14
Properties=species:S:1:pos:R:3:forces:R:3:nbo_charge:R:1 method="wB97M-V/def2-TZVPD" orbital_gap_ev=10.4883 lumo_ev=1.050 energy_ev=-8833.17682 de_lowest_ev=3.026
C -0.507 0.688 -2.424 0.07 0.09 -0.19 -0.440
N -0.982 -0.067 -1.277 0.35 -0.02 0.41 -0.466
C -0.242 -0.164 -0.273 -0.60 0.04 0.33 0.551
O 1.044 0.332 -0.039 0.06 0.15 0.20 -0.503
C 1.095 -0.415 1.201 1.47 -0.89 -1.38 0.079
C 0.208 0.056 2.195 -4.11 2.48 -1.18 -0.422
C -0.335 -0.873 1.040 0.64 -0.97 0.34 -0.330
H -0.648 0.086 -3.328 0.02 0.09 0.13 0.202
H -1.126 1.585 -2.533 0.09 -0.11 0.00 0.203
H 0.545 0.994 -2.360 -0.16 -0.06 0.02 0.190
H 1.988 -0.992 1.397 0.01 0.06 -0.12 0.216
H -0.431 0.987 2.007 1.88 -0.70 0.97 0.244
H 0.169 -0.374 3.165 0.13 -0.31 0.58 0.238
H -0.777 -1.843 1.228 0.15 0.16 -0.11 0.238